# 1
ORCA calculation (ωB97M-V with the def2-TZVPD basis set) on a 2-piece molecular cluster, C10H11INO overall in a non-equilibrium geometry.

For the electronic energy, the calculation gives -814.95966 Eh. The calculation puts the strongest force on any atom at 0.0927 Eh/bohr. For the energy relative to the best compared isomer or geometry (same formula, charge and spin), the calculation gives 137.02 kJ/mol. Its spin multiplicity is 1. As for the total charge: +1. For the gap between HOMO and LUMO, the calculation gives 8.904 eV.

Element x y z (Å)
C (-0.29, 2.59, -0.84)
C (0.15, 1.63, -1.69)
C (0.93, -0.80, -2.00)
C (-0.37, 2.35, 0.53)
C (0.42, 0.33, -1.10)
C (0.34, 0.16, 0.26)
C (1.06, -2.10, 0.88)
C (1.17, -2.05, -1.55)
C (0.62, -2.73, -0.32)
C (-0.08, 0.92, 2.45)
N (-0.02, 1.14, 1.04)
O (1.52, -2.13, 1.95)
I (-3.13, -0.16, 0.30)
H (-0.58, 3.61, -0.97)
H (0.32, 1.87, -2.68)
H (1.54, -0.49, -2.87)
H (-0.67, 3.05, 1.17)
H (1.72, -2.67, -2.24)
H (-4.73, -0.50, 0.07)
H (0.79, -3.80, -0.32)
H (-0.40, -2.60, -0.32)
H (-0.81, 1.69, 2.79)
H (0.96, 0.86, 2.80)
H (-0.49, -0.16, 2.65)

=====

# 2
ORCA calculation (ωB97M-V with the def2-TZVPD basis set) on C10H11MoO6 as an isolated structure in a non-equilibrium geometry.

For the electronic energy, the calculation gives -906.05031 Eh. The calculation puts the strongest force on any atom at 0.0223 Eh/bohr. For the energy relative to the best compared isomer or geometry (same formula, charge and spin), the calculation gives 6.01 kJ/mol. Its spin multiplicity is 1. As for the total charge: +3. For the gap between HOMO and LUMO, the calculation gives 8.778 eV.

Element x y z (Å)
Mo (-0.01, 0.51, 0.17)
O (2.62, 0.34, -3.10)
C (1.67, -0.17, -2.82)
O (1.47, 0.32, -0.64)
C (0.44, -0.99, -2.99)
C (0.10, -1.95, -1.81)
C (-0.84, -3.04, -2.31)
C (-2.19, -2.28, -2.45)
C (-1.82, -0.86, -2.03)
O (-0.81, -1.12, -0.99)
C (-0.94, -0.24, -3.18)
C (-0.92, 1.22, -3.30)
O (-0.90, 2.30, -3.58)
O (-1.02, 1.61, -0.57)
H (0.68, -1.56, -3.89)
H (0.95, -2.27, -1.21)
H (-0.49, -3.50, -3.23)
H (-0.91, -3.82, -1.56)
H (-2.61, -2.30, -3.46)
H (-2.95, -2.66, -1.78)
H (-2.61, -0.23, -1.64)
H (-1.37, -0.51, -4.16)
C (0.18, 1.07, 3.59)
C (-0.14, 0.47, 2.30)
O (-0.74, -0.50, 1.90)
H (0.27, 0.29, 4.35)
H (-0.69, 1.70, 3.86)
H (1.06, 1.71, 3.52)

=====

# 3
ORCA calculation (ωB97M-V with the def2-TZVPD basis set) on an isolated ion of composition C10H11N2 and charge +1 in a non-equilibrium geometry.

For the electronic energy, the calculation gives -496.84306 Eh. As for the SMILES: C=C1N=c2ccccc2=[N+]1CC. The calculation puts the strongest force on any atom at 0.0835 Eh/bohr. For the energy relative to the best compared isomer or geometry (same formula, charge and spin), the calculation gives 224.68 kJ/mol. Its spin multiplicity is 1. As for the total charge: +1. For the gap between HOMO and LUMO (alpha / beta), the calculation gives 6.824 / 6.823 eV.

Element x y z (Å)
C (1.13, -0.52, -3.05)
C (2.05, -0.39, -2.04)
C (-0.20, -0.33, -2.90)
C (1.74, 0.04, -0.79)
C (-0.64, -0.03, -1.55)
C (0.38, 0.24, -0.49)
C (-1.69, 0.47, 0.22)
C (-2.72, 0.63, 1.09)
C (0.30, -0.72, 2.58)
C (0.17, 0.67, 1.96)
N (-1.83, 0.11, -1.04)
N (-0.27, 0.60, 0.62)
H (1.53, -0.81, -4.03)
H (3.03, -0.52, -2.32)
H (-0.90, -0.13, -3.73)
H (2.51, -0.04, -0.08)
H (-2.59, 1.03, 2.08)
H (-3.73, 0.60, 0.64)
H (-0.58, -1.15, 2.93)
H (0.71, -1.37, 1.81)
H (1.06, -0.73, 3.49)
H (1.12, 1.23, 2.15)
H (-0.57, 1.12, 2.45)

=====

# 4
ORCA calculation (ωB97M-V with the def2-TZVPD basis set) on C10H11N2O as an isolated structure in a non-equilibrium geometry.

For the electronic energy, the calculation gives -572.29570 Eh. The calculation puts the strongest force on any atom at 0.1045 Eh/bohr. For the energy relative to the best compared isomer or geometry (same formula, charge and spin), the calculation gives 198.41 kJ/mol. Its spin multiplicity is 1. As for the total charge: -1. For the gap between HOMO and LUMO, the calculation gives 6.506 eV.

Element x y z (Å)
C (2.79, 0.90, -1.73)
C (2.50, 1.87, -0.76)
C (1.91, -0.23, -1.79)
C (1.38, 1.78, 0.05)
C (-0.14, -1.43, -1.06)
C (0.74, -0.22, -1.05)
C (0.41, 0.80, -0.13)
C (-1.58, -0.19, 0.88)
C (-2.03, -0.50, 2.34)
C (-1.16, -1.45, 0.17)
N (-0.51, 0.80, 0.86)
N (-2.25, 0.89, 0.15)
O (-3.12, 1.58, 0.81)
H (3.76, 1.10, -2.20)
H (3.16, 2.59, -0.59)
H (2.08, -1.07, -2.37)
H (1.35, 2.51, 0.82)
H (0.51, -2.35, -1.25)
H (-1.25, -0.91, 3.03)
H (-2.71, -1.33, 2.39)
H (-2.40, 0.50, 2.67)
H (-0.69, -1.40, -2.07)
H (-2.02, -2.08, -0.07)
H (-0.76, -2.16, 0.89)

=====

# 5
ORCA calculation (ωB97M-V with the def2-TZVPD basis set) on an isolated ion of composition C10H11N2OS and charge +1 in a non-equilibrium geometry.

For the electronic energy, the calculation gives -970.15248 Eh. The calculation puts the strongest force on any atom at 0.1234 Eh/bohr. For the energy relative to the best compared isomer or geometry (same formula, charge and spin), the calculation gives 508.31 kJ/mol. Its spin multiplicity is 1. As for the total charge: +1. For the gap between HOMO and LUMO, the calculation gives 8.327 eV.

Element x y z (Å)
C (3.06, 1.21, -1.12)
C (2.54, 2.18, -1.98)
C (2.23, 0.40, -0.42)
C (1.13, 2.24, -2.22)
C (0.88, 0.48, -0.62)
C (0.32, 1.41, -1.46)
C (-0.04, -0.44, 0.04)
C (-1.28, -0.27, -0.41)
C (-2.91, -1.08, 0.83)
C (-0.69, -2.01, 1.65)
N (0.37, -1.14, 1.19)
N (-2.01, -1.25, 2.00)
O (-2.10, 2.12, -0.67)
S (-1.50, 1.19, -1.55)
H (4.22, 1.12, -1.12)
H (3.35, 2.76, -2.49)
H (2.81, -0.31, 0.17)
H (0.59, 2.88, -2.92)
H (-3.40, -0.16, 0.90)
H (-3.08, -2.04, 0.37)
H (-0.94, -2.86, 0.88)
H (-0.53, -2.68, 2.45)
H (1.26, -1.62, 1.25)
H (-1.72, -0.34, 2.52)
H (-2.56, -1.80, 2.73)

=====

# 6
ORCA calculation (ωB97M-V with the def2-TZVPD basis set) on one molecule with the formula C10H11N3 in a non-equilibrium geometry.

For the electronic energy, the calculation gives -551.70491 Eh. The calculation puts the strongest force on any atom at 0.1256 Eh/bohr. For the energy relative to the best compared isomer or geometry (same formula, charge and spin), the calculation gives 633.32 kJ/mol. Its spin multiplicity is 1. As for the total charge: 0. For the gap between HOMO and LUMO (alpha / beta), the calculation gives 7.801 / 7.802 eV.

Element x y z (Å)
C (-0.65, -0.38, -1.61)
C (0.62, 0.06, -1.77)
C (-3.24, -0.29, 0.06)
C (-2.87, 1.00, -0.09)
C (0.55, 1.03, 0.60)
C (-1.11, -0.43, -0.17)
C (1.29, 0.10, -0.43)
C (0.32, -0.47, 0.70)
C (2.93, 0.32, -0.55)
C (0.74, -1.32, 1.83)
N (-2.28, -1.21, 0.04)
N (-0.63, 1.73, 0.24)
N (-1.58, 1.00, -0.12)
H (-1.23, -0.55, -2.49)
H (1.09, 0.18, -2.73)
H (-4.24, -0.57, 0.21)
H (-3.15, 2.07, -0.05)
H (1.32, 1.42, 1.25)
H (3.39, -0.56, -1.03)
H (3.44, 0.25, 0.49)
H (3.06, 1.24, -1.02)
H (1.34, -2.21, 1.72)
H (-0.15, -1.82, 2.37)
H (1.04, -0.58, 2.56)

=====

# 7
ORCA calculation (ωB97M-V with the def2-TZVPD basis set) on one molecule with the formula C10H11N3OS in a non-equilibrium geometry.

For the electronic energy, the calculation gives -1025.25867 Eh. As for the SMILES: N#C/C(=C(/N)C(N)=O)[C@@H]1C=CC=C[C@@H]1S. The calculation puts the strongest force on any atom at 0.0841 Eh/bohr. For the energy relative to the best compared isomer or geometry (same formula, charge and spin), the calculation gives 122.85 kJ/mol. Its spin multiplicity is 1. As for the total charge: 0. For the gap between HOMO and LUMO, the calculation gives 8.348 eV.

Element x y z (Å)
C (0.01, 1.60, -0.28)
C (0.65, -2.07, -1.12)
C (0.90, -1.13, -2.22)
C (-0.44, -1.88, -0.35)
C (-0.03, -0.18, -2.44)
C (1.29, 1.05, 2.53)
C (-0.16, 0.46, 0.50)
C (-1.17, -0.57, -0.23)
C (-1.39, -0.24, -1.74)
C (0.40, 0.16, 1.73)
N (0.00, 2.57, -0.89)
N (1.92, 2.11, 1.83)
N (-0.02, -0.85, 2.57)
O (1.44, 0.81, 3.74)
S (-2.78, 0.95, -2.23)
H (1.17, -2.92, -1.02)
H (1.76, -1.17, -2.79)
H (-0.68, -2.66, 0.51)
H (0.12, 0.50, -3.38)
H (-2.07, 2.20, -2.09)
H (-2.11, -0.76, 0.15)
H (-1.85, -1.25, -1.92)
H (1.67, 2.25, 0.87)
H (2.03, 2.95, 2.33)
H (-0.91, -1.30, 2.46)
H (0.26, -0.63, 3.51)

=====

# 8
ORCA calculation (ωB97M-V with the def2-TZVPD basis set) on one molecule with the formula C10H11NO4.

For the electronic energy, the calculation gives -743.25897 Eh. As for the SMILES: CO/C1=C/C=C\C=C(\OC)C(=O)C(=O)N1. The calculation puts the strongest force on any atom at 0.0167 Eh/bohr. For the energy relative to the best compared isomer or geometry (same formula, charge and spin), the calculation gives 402.80 kJ/mol. Its spin multiplicity is 1. As for the total charge: 0. For the gap between HOMO and LUMO, the calculation gives 8.012 eV.

Element x y z (Å)
C (1.97, 1.14, -0.52)
C (1.46, 0.79, -1.77)
C (1.44, 0.75, 0.69)
C (0.22, 0.21, -1.94)
C (-0.88, 1.41, 1.42)
C (-0.97, 2.52, 0.40)
C (0.12, 0.38, 1.06)
C (-0.82, 0.57, -1.08)
C (0.93, -1.71, 1.87)
C (-2.99, 0.04, -0.20)
N (-0.93, 1.96, -0.83)
O (-1.53, 1.37, 2.44)
O (-1.05, 3.70, 0.61)
O (-0.08, -0.74, 1.82)
O (-1.93, -0.21, -1.09)
H (3.00, 1.47, -0.50)
H (2.16, 0.77, -2.59)
H (2.18, 0.50, 1.45)
H (0.05, -0.58, -2.66)
H (0.45, -2.65, 2.15)
H (1.68, -1.46, 2.64)
H (1.42, -1.82, 0.90)
H (-3.28, 1.10, -0.18)
H (-2.72, -0.28, 0.81)
H (-3.82, -0.56, -0.56)
H (-0.82, 2.57, -1.63)

=====

# 9
ORCA calculation (ωB97M-V with the def2-TZVPD basis set) on C10H11NO5Pt as an isolated structure.

For the electronic energy, the calculation gives -937.34065 Eh. The calculation puts the strongest force on any atom at 0.0058 Eh/bohr. For the energy relative to the best compared isomer or geometry (same formula, charge and spin), the calculation gives 0.00 kJ/mol. Its spin multiplicity is 1. As for the total charge: +2. For the gap between HOMO and LUMO, the calculation gives 8.314 eV.

Element x y z (Å)
Pt (-1.12, -0.50, 0.67)
O (-1.77, 1.19, -0.18)
C (-1.95, 1.21, -1.66)
C (-0.64, 0.75, -2.23)
C (0.52, 1.51, -1.57)
C (1.36, 0.73, -0.58)
C (2.73, 0.94, -0.61)
C (3.57, 0.36, 0.32)
C (3.01, -0.44, 1.31)
C (1.65, -0.63, 1.29)
N (0.83, -0.08, 0.37)
H (-2.55, 1.54, 0.28)
H (-2.18, 2.25, -1.90)
H (-2.79, 0.57, -1.91)
H (-0.65, 0.93, -3.30)
H (-0.54, -0.34, -2.11)
H (0.14, 2.40, -1.07)
H (1.20, 1.87, -2.33)
H (3.13, 1.59, -1.37)
H (4.64, 0.55, 0.29)
H (3.60, -0.91, 2.08)
H (1.20, -1.22, 2.07)
O (-0.31, -3.75, 3.47)
C (-0.58, -3.06, 2.61)
O (-0.88, -2.37, 1.70)
C (-3.88, -1.70, 1.46)
O (-4.53, -2.53, 1.88)
O (-3.22, -0.83, 1.00)

=====

# 10
ORCA calculation (ωB97M-V with the def2-TZVPD basis set) on one molecule with the formula C10H11NS in a non-equilibrium geometry.

For the electronic energy, the calculation gives -840.41819 Eh. As for the SMILES: C=C=C[C@@H]1C=N/C(=C\C)[C@@H]1C=S. The calculation puts the strongest force on any atom at 0.0860 Eh/bohr. For the energy relative to the best compared isomer or geometry (same formula, charge and spin), the calculation gives 345.03 kJ/mol. Its spin multiplicity is 1. As for the total charge: 0. For the gap between HOMO and LUMO, the calculation gives 8.408 eV.

Element x y z (Å)
C (1.36, -0.17, 0.25)
C (2.03, -0.35, -1.06)
C (0.00, 0.57, 0.04)
C (-0.42, 0.25, -1.36)
C (0.82, -1.46, 0.87)
C (-0.92, -0.14, 0.95)
C (2.40, 0.52, -1.93)
C (2.63, 1.47, -2.74)
C (-2.17, 0.15, 1.36)
C (-2.85, -0.72, 2.35)
N (-0.38, -1.38, 1.26)
S (-0.88, 1.46, -2.30)
H (1.75, 0.50, 1.13)
H (2.27, -1.51, -1.23)
H (0.05, 1.60, 0.16)
H (-0.66, -0.76, -1.71)
H (1.49, -2.37, 0.93)
H (3.57, 1.92, -2.65)
H (1.83, 1.94, -3.36)
H (-2.63, 1.16, 1.33)
H (-2.62, -1.85, 2.43)
H (-3.94, -0.64, 2.03)
H (-2.74, -0.20, 3.25)